The following is a quantum chemistry calculation of a molecular structure, C6H6N3PS, from the Open Molecules 2025 dataset.

Last column: Mulliken charge in e.
Atoms and positions in Å:
1 N 3.258 -0.211 0.455  -0.681
2 P 2.202 0.574 -0.391  0.193
3 C 0.505 0.011 -0.199  0.303
4 C 0.255 -1.326 -0.179  -0.618
5 C -1.059 -1.853 0.024  -0.652
6 C -2.130 -1.047 0.219  -0.673
7 C -1.917 0.352 0.205  0.477
8 N -2.837 1.306 0.384  -0.641
9 S -2.086 2.704 0.244  0.195
10 N -0.581 2.223 0.011  -0.574
11 C -0.600 0.882 -0.007  1.044
12 H 3.766 0.366 1.111  0.226
13 H 2.092 1.958 -0.220  0.104
14 H 2.363 0.436 -1.780  0.079
15 H 1.082 -2.014 -0.295  0.427
16 H -1.192 -2.926 0.034  0.371
17 H -3.124 -1.436 0.384  0.420

**E**: -1136.01094 a.u.
**Orbital gap**: 0.293 hartree
**HOMO energy**: -0.3245 Eh

=====

The following is a quantum chemistry calculation of 2 unconnected molecules or ions with the total composition C2H10N4 at a distorted geometry, from the Open Molecules 2025 dataset.

Last column: Löwdin spin population.
Atoms and positions in Å:
1 N -1.499 -1.794 -0.204  0.391
2 C -1.586 -0.403 -0.059  0.096
3 N -2.096 0.264 -1.246  0.389
4 H -0.585 -2.243 -0.322  0.011
5 H -2.240 -2.245 -0.745  0.006
6 H -2.299 -0.222 0.765  0.067
7 H -0.608 0.009 0.205  0.024
8 H -2.486 -0.341 -1.967  0.011
9 H -2.839 0.930 -1.014  0.006
10 N 2.169 1.249 -0.346  0.001
11 C 2.429 0.516 0.827  0.000
12 N 2.528 1.067 1.959  0.000
13 H 1.264 1.168 -0.775  0.000
14 H 2.459 2.218 -0.328  0.000
15 H 2.581 -0.547 0.583  0.000
16 H 2.808 0.376 2.666  0.000

**E**: -300.86189 a.u.
**Orbital gap (spin up / spin down)**: 0.332 / 0.138 hartree
**Expectation value of S²**: 0.757
**2S+1**: 2
**Charge**: +1
**HOMO energy (spin up / spin down)**: -0.4657 / -0.4655 Eh

=====

The following is a quantum chemistry calculation of a molecular structure, C20H37Br16F5NO3P at a distorted geometry, from the Open Molecules 2025 dataset.

Last column: Mulliken charge in e.
Atoms and positions in Å:
1 N -0.075 0.940 -0.125  -0.317
2 P -1.615 1.286 -0.733  0.274
3 O -1.775 2.964 -0.959  -0.482
4 C -2.776 1.007 0.765  0.278
5 O -2.364 1.088 1.892  -0.557
6 O -4.054 0.641 0.552  -0.189
7 C -4.568 0.857 -0.754  -1.076
8 C -6.010 0.449 -0.789  0.907
9 F -6.113 -0.841 -0.425  -0.279
10 F -6.443 0.544 -2.063  -0.301
11 C -6.957 1.318 0.118  0.734
12 F -7.957 1.824 -0.622  -0.295
13 F -7.549 0.520 1.014  -0.245
14 F -6.324 2.324 0.716  -0.264
15 H -0.143 0.022 0.300  0.208
16 H 0.542 0.813 -0.915  0.258
17 H -1.903 3.274 -0.047  0.321
18 H -4.444 1.886 -1.069  0.370
19 H -4.055 0.253 -1.491  0.579
20 Br 2.290 -1.393 0.157  -0.126
21 C 4.134 -0.793 0.065  -0.318
22 C 4.403 0.289 1.069  -0.497
23 Br 3.648 1.992 0.499  -0.137
24 H 4.308 -0.474 -0.957  0.423
25 H 4.733 -1.672 0.275  0.017
26 H 5.471 0.460 1.168  0.291
27 H 3.981 0.070 2.043  0.366
28 Br 0.412 -0.789 -4.966  -0.162
29 C 0.032 1.037 -5.527  -0.611
30 C 0.533 2.032 -4.519  -0.559
31 Br -0.638 2.109 -2.935  0.092
32 H -1.039 1.101 -5.683  0.351
33 H 0.544 1.160 -6.479  0.406
34 H 0.520 3.039 -4.928  0.109
35 H 1.531 1.801 -4.163  0.438
36 Br 7.151 -3.180 1.790  -0.125
37 C 8.971 -2.534 1.542  -0.595
38 C 9.483 -1.815 2.761  -0.539
39 Br 8.731 -0.027 2.915  -0.156
40 H 8.964 -1.909 0.658  0.358
41 H 9.563 -3.426 1.348  0.316
42 H 10.558 -1.668 2.689  0.369
43 H 9.249 -2.334 3.683  0.367
44 Br 0.260 5.690 -4.043  -0.126
45 C 0.009 5.891 -2.125  -0.246
46 C 1.228 6.482 -1.471  -0.585
47 Br 2.659 5.180 -1.267  -0.131
48 H -0.251 4.912 -1.735  -0.001
49 H -0.840 6.562 -2.019  0.359
50 H 0.998 6.806 -0.459  0.352
51 H 1.637 7.314 -2.033  0.393
52 Br 5.234 -4.891 -0.699  -0.061
53 C 3.780 -6.136 -0.337  -0.649
54 C 2.738 -6.181 -1.423  -0.561
55 Br 1.519 -4.664 -1.411  -0.121
56 H 3.372 -5.854 0.627  0.358
57 H 4.263 -7.107 -0.258  0.352
58 H 2.099 -7.048 -1.277  0.356
59 H 3.171 -6.211 -2.417  0.338
60 Br -10.508 -2.871 4.291  -0.154
61 C -10.123 -1.128 3.516  -0.544
62 C -9.070 -0.390 4.294  -0.067
63 Br -9.775 0.355 5.945  -0.130
64 H -11.063 -0.590 3.472  0.404
65 H -9.773 -1.333 2.508  0.292
66 H -8.715 0.466 3.725  -0.268
67 H -8.231 -1.020 4.568  0.455
68 Br -9.589 3.262 3.818  -0.113
69 C -7.738 3.813 3.578  -0.367
70 C -7.083 4.134 4.893  -0.589
71 Br -7.654 5.862 5.579  -0.149
72 H -7.745 4.652 2.892  0.433
73 H -7.244 2.967 3.107  0.038
74 H -6.006 4.215 4.770  0.382
75 H -7.307 3.402 5.661  0.363
76 Br 8.241 -3.244 -1.998  -0.129
77 C 9.297 -4.442 -3.104  -0.564
78 C 9.055 -5.878 -2.725  -0.523
79 Br 9.968 -6.346 -1.072  -0.130
80 H 10.333 -4.146 -2.993  0.371
81 H 8.974 -4.256 -4.125  0.334
82 H 9.464 -6.544 -3.480  0.350
83 H 8.004 -6.098 -2.576  0.278

**E**: -43089.65216 a.u.
**Orbital gap**: 0.298 hartree
**HOMO energy**: -0.2950 Eh

=====

The following is a quantum chemistry calculation of 7 unconnected molecules or ions with the total composition C38H50F5N8O at a distorted geometry, from the Open Molecules 2025 dataset.

Last column: Mulliken charge in e.
Atoms and positions in Å:
1 C 1.465 -1.268 0.129  -0.775
2 C 2.353 -1.296 -1.229  -0.396
3 C 1.372 -0.979 -2.474  -0.268
4 C 0.743 -2.397 -2.959  -0.827
5 O -0.375 -2.834 -2.134  0.077
6 N -1.587 -2.700 -2.761  0.598
7 C -2.064 -3.924 -3.503  -0.734
8 C -1.089 -5.198 -3.372  -0.481
9 C -1.135 -5.918 -1.944  -0.576
10 C -0.125 -7.137 -1.787  0.580
11 F -0.481 -7.807 -0.569  -0.294
12 F -0.294 -8.104 -2.807  -0.279
13 C 1.401 -6.673 -1.591  0.647
14 F 2.067 -7.694 -0.898  -0.223
15 F 1.516 -5.502 -0.792  -0.231
16 F 1.955 -6.454 -2.864  -0.229
17 C -2.545 -2.167 -1.733  0.228
18 C -2.778 -0.655 -1.649  -0.656
19 C -3.744 -0.323 -0.513  -0.695
20 C -4.318 -1.436 0.331  -0.478
21 N -4.169 -2.841 0.265  -0.489
22 C -3.270 -3.097 -0.792  -0.195
23 H 0.606 -0.528 -0.062  0.085
24 H 1.065 -2.327 0.317  0.175
25 H 2.127 -0.897 0.985  0.388
26 H 2.876 -2.303 -1.302  0.189
27 H 3.174 -0.509 -1.104  0.340
28 H 2.066 -0.627 -3.326  0.306
29 H 0.577 -0.202 -2.233  0.059
30 H 0.550 -2.422 -4.085  0.448
31 H 1.587 -3.161 -2.779  0.261
32 H -1.496 -1.933 -3.466  0.729
33 H -3.124 -4.252 -3.267  0.407
34 H -2.064 -3.660 -4.625  0.259
35 H -1.470 -5.957 -4.143  0.471
36 H -0.007 -4.962 -3.678  0.150
37 H -2.223 -6.260 -1.775  0.421
38 H -0.957 -5.111 -1.144  0.197
39 H -2.273 0.106 -2.320  0.548
40 H -4.024 0.760 -0.305  0.442
41 H -5.007 -1.093 1.188  0.516
42 H -3.057 -4.215 -0.958  0.287
43 N -4.980 1.505 -4.008  0.096
44 C -5.836 2.401 -4.590  -0.517
45 C -5.236 2.882 -5.727  -0.417
46 C -3.974 2.249 -5.840  -0.586
47 C -3.844 1.403 -4.767  -0.082
48 H -5.159 0.999 -3.156  0.176
49 H -6.794 2.620 -4.145  0.380
50 H -5.659 3.609 -6.405  0.394
51 H -3.242 2.396 -6.620  0.389
52 H -3.043 0.739 -4.478  0.224
53 N -2.879 0.387 3.057  0.144
54 C -3.445 1.259 3.949  -0.797
55 C -2.476 1.636 4.847  -0.487
56 C -1.279 0.971 4.480  -0.728
57 C -1.557 0.210 3.371  -0.347
58 H -3.358 -0.055 2.289  0.219
59 H -4.486 1.534 3.868  0.461
60 H -2.613 2.315 5.675  0.552
61 H -0.321 1.042 4.973  0.465
62 H -0.930 -0.442 2.781  0.477
63 N 3.835 3.492 0.707  0.114
64 C 3.414 3.060 -0.521  -0.693
65 C 2.122 2.610 -0.391  -0.311
66 C 1.750 2.783 0.963  -0.575
67 C 2.824 3.331 1.617  -0.420
68 H 4.746 3.870 0.910  0.199
69 H 4.068 3.108 -1.378  0.389
70 H 1.512 2.202 -1.184  0.473
71 H 0.799 2.533 1.411  0.563
72 H 2.956 3.618 2.649  0.211
73 N -3.512 5.008 3.534  0.129
74 C -4.356 5.969 3.043  -0.496
75 C -4.065 7.152 3.676  -0.427
76 C -3.002 6.898 4.578  -0.573
77 C -2.680 5.568 4.467  -0.321
78 H -3.504 4.041 3.253  0.178
79 H -5.090 5.727 2.289  0.356
80 H -4.561 8.097 3.507  0.379
81 H -2.526 7.610 5.235  0.391
82 H -1.934 4.973 4.970  0.395
83 N 5.662 -3.521 -2.687  0.050
84 C 6.023 -4.118 -1.508  -0.494
85 C 7.020 -3.365 -0.939  -0.430
86 C 7.267 -2.269 -1.803  -0.363
87 C 6.414 -2.390 -2.872  -0.561
88 H 4.956 -3.860 -3.318  0.188
89 H 5.541 -5.026 -1.177  0.405
90 H 7.516 -3.577 -0.004  0.412
91 H 7.990 -1.479 -1.659  0.420
92 H 6.276 -1.771 -3.746  0.375
93 N 4.200 4.462 4.943  0.050
94 C 4.463 5.597 5.663  -0.458
95 C 4.058 5.380 6.957  -0.429
96 C 3.537 4.063 7.022  -0.532
97 C 3.640 3.520 5.765  -0.337
98 H 4.390 4.339 3.963  0.213
99 H 4.913 6.458 5.194  0.356
100 H 4.131 6.089 7.768  0.387
101 H 3.132 3.568 7.892  0.400
102 H 3.363 2.548 5.386  0.392

**E**: -2490.06231 a.u.
**Orbital gap**: 0.193 hartree
**Charge**: +1
**HOMO energy**: -0.3473 Eh

=====

The following is a quantum chemistry calculation of a molecular structure, C18H17Cl2N3O3ReS2, from the Open Molecules 2025 dataset.

Last column: Löwdin spin population.
Atoms and positions in Å:
1 Re 0.379 0.175 0.660  2.343
2 C 1.747 -2.843 5.270  -0.001
3 S 2.768 -2.139 3.963  -0.015
4 C 1.585 -1.548 2.894  0.016
5 S 2.302 -0.755 1.444  0.069
6 N 0.314 -1.685 3.087  0.005
7 N -0.429 -1.079 2.094  -0.006
8 C -1.695 -1.308 2.055  0.081
9 C -2.435 -0.715 0.941  0.010
10 C -3.799 -0.810 0.790  0.012
11 C -4.394 -0.176 -0.298  0.016
12 C -3.605 0.526 -1.190  0.009
13 C -2.236 0.579 -0.983  0.027
14 N -1.663 -0.036 0.055  0.040
15 H 2.452 -3.203 6.016  0.000
16 H 1.155 -3.668 4.885  0.000
17 H 1.111 -2.072 5.696  0.000
18 H -2.155 -1.937 2.809  0.002
19 H -4.386 -1.364 1.511  0.000
20 H -5.466 -0.229 -0.436  0.001
21 H -4.035 1.038 -2.040  0.000
22 H -1.581 1.120 -1.653  0.002
23 C 2.483 2.557 -2.252  0.006
24 C 1.773 1.271 -2.033  0.028
25 O 1.274 1.099 -0.879  0.116
26 C 1.644 0.262 -3.052  0.006
27 C 1.175 -1.026 -2.741  0.018
28 C 1.072 -1.985 -3.723  0.001
29 C 1.426 -1.667 -5.034  0.014
30 C 1.892 -0.399 -5.359  -0.001
31 C 2.013 0.560 -4.373  0.011
32 H 2.558 3.112 -1.322  0.000
33 H 1.935 3.159 -2.982  0.002
34 H 3.476 2.375 -2.665  0.001
35 H 0.935 -1.293 -1.718  0.012
36 H 0.733 -2.983 -3.480  0.000
37 H 1.347 -2.421 -5.806  0.001
38 H 2.168 -0.166 -6.378  0.000
39 H 2.382 1.544 -4.632  0.001
40 Cl -2.780 2.187 3.249  0.004
41 C -1.224 3.076 3.152  -0.001
42 Cl -0.754 3.773 4.672  0.000
43 C -0.232 2.033 2.672  0.019
44 O 0.472 1.363 3.369  0.027
45 O -0.340 1.841 1.331  0.125
46 H -1.363 3.859 2.415  0.000

**E**: -2880.59518 a.u.
**Orbital gap (spin up / spin down)**: 0.251 / 0.228 hartree
**Expectation value of S²**: 3.779
**2S+1**: 4
**Charge**: +2
**HOMO energy (spin up / spin down)**: -0.5395 / -0.5406 Eh

=====

The following is a quantum chemistry calculation of a molecular structure, C6H22BO9Y at a distorted geometry, from the Open Molecules 2025 dataset.

Last column: Mulliken charge in e.
Atoms and positions in Å:
1 Y -1.597 1.106 -0.550  0.901
2 B -5.026 3.165 -0.370  0.117
3 H -5.254 2.187 -0.766  -0.252
4 H -4.400 3.719 -1.053  -0.245
5 H -5.936 3.678 -0.099  -0.214
6 H -4.438 3.054 0.528  -0.257
7 O -1.046 -5.126 2.266  -0.773
8 C -2.400 -5.350 1.763  -0.418
9 C -3.624 -4.239 1.930  -0.350
10 O -3.399 -2.825 1.762  -0.771
11 H -2.755 -6.288 2.192  0.226
12 H -2.332 -5.774 0.761  0.229
13 H -4.042 -4.305 2.934  0.159
14 H -4.389 -4.533 1.212  0.169
15 O 3.655 -0.565 3.680  -0.638
16 C 3.748 0.857 4.020  -0.351
17 C 2.434 1.831 4.216  -0.289
18 O 1.166 1.424 3.673  -0.706
19 H 4.401 1.315 3.276  0.186
20 H 4.426 0.875 4.873  0.247
21 H 2.669 2.879 4.028  0.229
22 H 2.334 1.791 5.300  0.131
23 O 5.798 -2.065 -1.645  -0.778
24 C 5.508 -0.897 -2.359  -0.254
25 C 3.906 -0.441 -2.375  -0.263
26 O 2.916 -1.197 -1.679  -0.627
27 H 5.778 -1.031 -3.407  0.140
28 H 6.198 -0.220 -1.855  0.163
29 H 3.604 -0.611 -3.408  0.132
30 H 3.785 0.620 -2.156  0.202
31 O -3.274 -1.834 -3.186  -0.604
32 H -2.898 -2.282 -3.943  0.286
33 H -4.092 -2.300 -3.012  0.303
34 O 0.444 5.039 -0.545  -0.597
35 H 0.278 5.785 0.031  0.293
36 H 0.902 5.414 -1.298  0.288
37 O -1.086 2.263 -4.547  -0.611
38 H -0.238 2.409 -4.965  0.305
39 H -1.728 2.473 -5.226  0.291

**E**: -980.98733 a.u.
**Orbital gap**: 0.067 hartree
**Charge**: -4
**HOMO energy**: 0.1677 Eh